Formula: C5H7NO
Source: the Open Molecules 2025 dataset
Level of theory: wB97M-V/def2-TZVPD

Computed properties:
Orbital gap   9.7 eV
LUMO level   0.0330 hartree
E_tot   -324.7149 Eh
Multiplicity   1
HOMO   -8.8 eV

Last column: Löwdin charge in e.
Positions of all 14 atoms, in Å:
1 C -1.828 0.209 0.137  -0.05
2 C -0.413 0.229 -0.418  -0.29
3 C 0.597 1.097 0.290  -0.06
4 C 1.711 0.390 0.487  -0.11
5 N 1.561 -0.936 0.033  0.09
6 C 0.259 -1.142 -0.406  -0.44
7 O -0.213 -2.204 -0.743  0.08
8 H -2.251 1.218 0.179  0.08
9 H -1.834 -0.212 1.146  0.09
10 H -2.459 -0.415 -0.500  0.08
11 H -0.447 0.469 -1.495  0.16
12 H 0.416 2.102 0.648  0.11
13 H 2.605 0.672 1.031  0.11
14 H 2.297 -1.477 -0.391  0.15